# 1
C4H6N2 in the gas phase, computed with the ωB97M-V functional and the def2-TZVPD basis.

Structure (XYZ):
```
12
Properties=species:S:1:pos:R:3:forces:R:3:lowdin_charge:R:1
C -0.993 -0.410 -0.119 2.062 -0.692 1.172 -0.0592
C 2.473 -0.118 0.038 0.684 -0.748 -1.459 -0.1780
C 0.164 -0.738 0.082 -2.449 0.767 -1.123 -0.1229
C -2.383 -0.053 0.006 -0.240 -4.934 0.930 -0.1071
N 1.465 -1.055 -0.001 0.067 0.425 0.605 -0.0492
N 2.073 1.149 -0.037 -0.140 -0.637 0.588 0.0484
H -2.691 0.100 0.985 0.006 1.026 2.129 0.0524
H -3.045 -0.980 -0.139 0.832 1.304 -0.916 0.1191
H -2.563 0.739 -0.569 -1.482 2.986 -2.498 0.0250
H 1.589 -2.027 -0.269 0.972 0.508 0.471 0.1306
H 1.185 1.517 0.218 -1.269 -0.141 -0.114 0.0730
H 2.727 1.875 -0.195 0.956 0.136 0.216 0.0679
```
Positions in Å, forces in eV/Å.

Summary:
- molar mass (Da) = 82.106
- net charge = 0
- energy above the lowest of the compared OMol25 structures with the same formula, charge and spin (kJ/mol) = 383.2
- HOMO-LUMO gap (eV) = 9.25



# 2
A molecular structure, C4H4O2, computed with the ωB97M-V functional and the def2-TZVPD basis.

Structure (XYZ):
```
10
Properties=species:S:1:pos:R:3:forces:R:3:lowdin_charge:R:1
O -1.982 -0.747 -0.146 0.054 -0.238 0.080 -0.0364
C -1.338 0.462 -0.402 -0.037 0.223 -0.317 -0.2918
C 0.064 0.483 -0.853 -0.631 0.280 -0.191 0.0732
O 0.590 -0.793 -0.660 0.136 0.598 0.288 -0.0260
C 1.585 -0.365 0.107 0.897 -0.625 0.588 -0.2741
C 2.390 -0.043 0.934 -0.104 -0.196 -0.280 0.1529
H -1.295 -1.405 0.035 -0.183 0.016 -0.002 0.0875
H -1.275 1.116 0.501 0.056 -0.075 -0.219 0.1483
H -1.887 1.054 -1.140 -0.214 -0.019 0.074 0.1300
H 3.147 0.237 1.624 0.026 0.035 -0.021 0.0364
```
Positions in Å, forces in eV/Å.

Summary:
- molar mass (Da) = 84.074
- net charge = 0
- energy above the lowest of the compared OMol25 structures with the same formula, charge and spin (kJ/mol) = 577.3
- HOMO-LUMO gap (eV) = 8.92



# 3
A gas-phase ion, C4H8NO (charge +1), computed with the ωB97M-V functional and the def2-TZVPD basis.

Structure (XYZ):
```
14
Properties=species:S:1:pos:R:3:forces:R:3:lowdin_charge:R:1
C 0.717 -1.545 -0.162 -4.674 -0.504 -1.694 0.0600
N 0.081 -0.232 0.128 0.708 -1.770 2.254 -0.0389
C -0.349 -0.146 1.564 1.321 0.349 -0.087 0.0588
C -0.069 0.663 -0.712 0.797 1.628 -1.995 -0.2134
C -0.407 1.913 -1.297 -1.336 -1.899 1.272 0.0765
O 0.297 0.888 -1.965 1.566 -1.724 -0.008 0.1934
H 1.676 -1.694 0.122 3.079 0.288 1.099 0.0773
H 0.573 -1.759 -1.224 0.308 0.063 0.103 0.1196
H 0.050 -2.241 0.382 0.598 0.055 -0.392 0.1228
H 0.029 0.753 2.060 -0.431 0.093 -0.450 0.1177
H 0.225 -0.950 1.996 -0.216 -0.216 0.500 0.0919
H -1.399 -0.318 1.695 -0.503 0.054 -0.121 0.1089
H -1.371 1.865 -1.599 -3.154 0.770 -1.057 0.1118
H -0.053 2.803 -0.987 1.937 2.812 0.576 0.1138
```
Positions in Å, forces in eV/Å.

Summary:
- molar mass (Da) = 86.114
- net charge = +1
- energy above the lowest of the compared OMol25 structures with the same formula, charge and spin (kJ/mol) = 235.6
- SMILES = C[N+](C)=C1CO1
- HOMO-LUMO gap (eV) = 12.94



# 4
2 unconnected molecules or ions with the total composition C4H11N3O, computed with the ωB97M-V functional and the def2-TZVPD basis.

Structure (XYZ):
```
19
Properties=species:S:1:pos:R:3:forces:R:3:lowdin_charge:R:1
C 1.362 0.293 -1.155 -0.108 0.070 -0.122 -0.0090
C 1.953 0.399 0.227 -0.014 -0.167 -0.032 -0.5969
N 3.270 0.044 0.365 -0.039 -0.205 0.114 0.1450
O 1.293 0.770 1.175 -0.030 0.017 0.138 0.0370
H 2.091 0.116 -1.934 0.284 -0.049 -0.132 0.0685
H 0.827 1.212 -1.382 -0.053 0.009 0.079 0.0878
H 0.638 -0.522 -1.168 -0.006 0.031 0.087 0.0689
H 3.713 -0.525 -0.337 -0.059 0.098 -0.064 0.0925
H 3.562 -0.128 1.316 0.043 0.132 -0.060 0.1043
N -1.219 -1.724 0.943 -0.129 -0.230 -0.105 0.0092
C -1.858 -0.515 0.528 0.037 0.083 0.470 -0.2280
C -2.176 -0.254 -0.723 0.102 0.146 -0.310 -0.2360
N -2.769 1.003 -1.095 0.002 -0.209 -0.282 -0.0002
H -1.659 -2.067 1.791 0.074 -0.009 -0.096 0.0669
H -0.250 -1.550 1.185 0.022 0.161 0.003 0.0533
H -2.076 0.229 1.288 -0.055 0.135 -0.017 0.1094
H -1.938 -0.963 -1.513 -0.021 -0.156 0.069 0.1023
H -3.735 0.855 -1.369 -0.046 0.024 0.133 0.0646
H -2.318 1.325 -1.948 -0.004 0.120 0.128 0.0602
```
Positions in Å, forces in eV/Å.

Summary:
- molar mass (Da) = 117.152
- net charge = 0
- energy above the lowest of the compared OMol25 structures with the same formula, charge and spin (kJ/mol) = 127.1
- SMILES = CC(N)=O.N/C=C/N
- HOMO-LUMO gap (eV) = 9.76



Number 1: largest force on an atom 5.0 eV Å⁻¹, lowest unoccupied orbital energy 0.03120 Eh. Number 2: largest force on an atom 1.2 eV Å⁻¹, lowest unoccupied orbital energy -0.01160 Eh. Number 3: largest force on an atom 5.0 eV Å⁻¹, lowest unoccupied orbital energy -0.13121 Eh. Number 4: largest force on an atom 0.5 eV Å⁻¹, lowest unoccupied orbital energy 0.03144 Eh.